(1)
The following is a quantum chemistry calculation of an isolated ion of composition C25H32N5O4 and charge +1 at a distorted geometry, from the Open Molecules 2025 dataset.

ORCA input file:
```
! wB97M-V def2-TZVPD RIJCOSX def2/J DEFGRID3
* xyz 1 1
C -1.64 -1.19 1.87
N -1.45 0.00 2.81
C -1.66 1.30 2.03
N -0.20 0.07 3.50
C 1.03 -0.03 2.83
O 1.07 0.27 1.64
H -2.51 -0.85 1.22
H -0.62 -1.30 1.41
H -1.94 -2.16 2.36
H -1.79 0.95 0.99
H -2.60 1.80 2.32
H -0.80 1.96 2.24
H -0.09 -0.46 4.36
H 1.79 -0.42 3.62
C -4.64 4.42 8.87
N -3.86 4.13 7.70
C -3.43 5.14 6.88
O -3.68 6.33 7.07
C -2.65 4.54 5.75
C -1.23 5.11 5.62
C -1.26 6.57 5.20
C -0.53 7.50 5.94
C -0.58 8.86 5.60
C -1.33 9.27 4.50
C -2.03 8.33 3.72
C -1.99 6.97 4.07
N -2.65 3.09 6.09
C -2.11 2.19 5.24
C -2.05 0.82 5.41
C -2.16 -0.19 4.39
C -2.03 -1.66 4.92
C -2.74 -1.99 6.09
C -2.68 -3.27 6.69
N -3.26 -3.58 7.92
O -3.06 -4.76 8.30
O -3.89 -2.73 8.59
C -1.80 -4.23 6.14
C -1.00 -3.88 5.06
C -1.08 -2.60 4.45
C -3.33 2.81 7.37
C -2.39 2.37 8.51
C -4.47 1.78 7.23
H -4.90 5.47 8.98
H -5.59 3.89 8.90
H -4.10 4.16 9.79
H -3.23 4.70 4.80
H -0.68 5.01 6.58
H -0.72 4.50 4.86
H 0.04 7.14 6.80
H -0.04 9.58 6.22
H -1.38 10.33 4.24
H -2.61 8.65 2.85
H -2.54 6.23 3.48
H -1.63 2.64 4.35
H -1.86 0.31 6.39
H -3.01 -0.02 3.62
H -3.31 -1.23 6.62
H -1.71 -5.21 6.62
H -0.23 -4.59 4.73
H -0.32 -2.34 3.70
H -1.64 3.14 8.72
H -2.93 2.29 9.46
H -1.93 1.39 8.31
H -5.30 2.20 6.64
H -4.09 0.87 6.77
H -4.90 1.50 8.20
*
```

E_HOMO: -11.054 eV
Orbital gap: 7.1 eV
Electronic energy: -1546.06412 Eh


(2)
The following is a quantum chemistry calculation of a 2-piece molecular cluster, C3H11NO overall at a distorted geometry, from the Open Molecules 2025 dataset.

ORCA input file:
```
! wB97M-V def2-TZVPD RIJCOSX def2/J DEFGRID3
* xyz 0 1
C -0.56 -0.12 -1.57
N 2.76 -0.36 0.14
H 0.12 0.69 -1.87
H -1.55 0.33 -1.49
H -0.58 -0.82 -2.41
H 2.20 -0.95 -0.45
H 3.34 0.27 -0.39
H 2.07 0.16 0.66
C -0.69 -0.58 0.87
O -0.11 -0.77 -0.42
C -1.30 0.81 1.07
H -1.48 -1.32 0.98
H 0.13 -0.75 1.56
H -1.81 0.80 2.03
H -0.52 1.56 0.99
H -2.04 1.07 0.32
*
```

Relative energy (zero: lowest compared OMol25 entry of this formula, charge and spin): 1.131 eV
E_HOMO: -9.472 eV
Orbital gap: 10.4 eV
Electronic energy: -250.85507 Eh


(3)
The following is a quantum chemistry calculation of C14H34N7O4PS4V as an isolated structure, from the Open Molecules 2025 dataset.

ORCA input file:
```
! wB97M-V def2-TZVPD RIJCOSX def2/J DEFGRID3
* xyz 0 2
V -0.41 -0.36 -0.15
N 1.86 -0.30 -0.35
C 2.76 -1.26 0.30
C 2.54 -2.65 -0.26
N 1.18 -3.11 -0.17
C 0.66 -3.74 -1.37
C 0.12 -2.73 -2.37
N -0.89 -1.91 -1.70
C 0.77 -3.67 1.11
C 0.10 -2.64 2.01
N -0.97 -1.95 1.28
H 2.09 -0.20 -1.33
H 2.02 0.63 0.04
H 2.56 -1.22 1.37
H 3.81 -0.98 0.15
H 3.24 -3.34 0.24
H 2.83 -2.65 -1.32
H -0.17 -4.39 -1.09
H 1.42 -4.37 -1.86
H -0.29 -3.28 -3.22
H 0.93 -2.09 -2.74
H -1.53 -2.57 -1.22
H -1.56 -1.50 -2.36
H 1.63 -4.10 1.64
H 0.06 -4.48 0.93
H 0.81 -1.90 2.38
H -0.31 -3.15 2.89
H -1.59 -1.51 1.95
H -1.57 -2.65 0.81
S -2.61 0.49 -0.20
S -3.84 -0.70 -1.47
S -4.44 -2.27 -0.30
S -3.10 -3.87 -0.45
C -1.00 3.43 1.45
O -0.79 2.37 2.37
P -0.14 0.95 1.94
O -0.70 0.13 3.22
C -2.09 0.23 3.60
O 1.41 1.08 2.39
C 1.77 1.59 3.68
H -1.57 4.19 1.97
H -1.57 3.07 0.59
H -0.05 3.84 1.11
H -2.26 -0.56 4.33
H -2.74 0.09 2.73
H -2.28 1.20 4.05
H 2.78 1.98 3.61
H 1.75 0.78 4.41
H 1.09 2.38 4.00
C 0.79 5.02 -1.24
N 0.24 3.80 -1.84
C -0.64 3.88 -2.86
C -1.09 2.79 -3.49
C -0.61 1.53 -2.99
N 0.12 1.42 -1.90
C 0.67 2.56 -1.35
O 1.50 2.53 -0.45
N -0.92 0.43 -3.69
H 0.86 5.78 -2.01
H 1.77 4.79 -0.85
H 0.15 5.37 -0.43
H -0.93 4.88 -3.16
H -1.76 2.85 -4.33
H -1.43 0.49 -4.55
H -0.45 -0.43 -3.48
*
```

Relative energy (zero: lowest compared OMol25 entry of this formula, charge and spin): 0.000 eV
E_HOMO (spin up / spin down): -5.916 / -5.759 eV
Orbital gap (spin up / spin down): 6.0 / 5.8 eV
Electronic energy: -4116.35968 Eh